169
Properties=species:S:1:pos:R:3:forces:R:3:lowdin_charge:R:1 method="wB97M-V/def2-TZVPD" e_tot_ev=-92309.93459 homo_ev=-8.24 smiles="C#CCc1c(CCF)cc(Cc2ccccc2C)c2c1C(=O)c1c(ccc(COCCOCC)c1Cc1cccc(C)c1)C2=O.COC[C@@H](C)N.COC[C@@H](C)N.COC[C@@H](C)N.COC[C@@H](C)N.COC[C@@H](C)N" lumo_energy_ev=-1.2 total_charge=0
C -2.215 5.804 -0.711 6.5 -2.2 1.6 0.046
C -0.934 5.473 -0.596 -6.3 1.2 0.8 -0.096
C 0.527 4.911 -0.128 -1.5 -0.4 -0.4 -0.124
C 0.307 3.734 0.989 -0.3 -2.2 2.0 -0.043
C -0.521 4.027 2.334 0.7 -2.6 0.6 -0.070
C -1.144 5.491 2.688 0.1 -0.8 -0.3 -0.147
C -0.886 5.951 4.211 -0.1 0.6 -0.2 -0.150
F -1.153 7.407 4.251 0.3 -2.3 0.0 -0.145
C -0.801 2.896 3.434 2.6 -1.3 -3.7 0.044
C -0.203 1.421 3.221 0.2 3.4 -2.3 -0.071
C -0.472 0.332 4.372 -0.5 0.2 0.3 -0.145
C -1.756 -0.606 4.134 -3.2 -2.7 -0.7 -0.110
C -3.232 0.004 4.014 0.8 -4.2 -0.1 -0.018
C -4.488 -0.965 3.826 2.9 -0.8 0.5 -0.082
C -4.362 -2.548 3.747 4.1 2.5 0.5 -0.070
C -2.909 -3.152 3.856 -0.8 3.8 0.3 -0.044
C -1.628 -2.202 4.047 -2.5 0.7 0.2 -0.137
C -0.209 -2.990 4.168 -0.7 0.0 -0.3 -0.114
C 0.596 1.193 1.885 -0.6 1.1 0.7 0.005
C 0.892 2.289 0.779 -2.0 0.6 2.6 0.027
C 1.791 1.834 -0.507 1.5 1.2 -0.5 -0.217
O 2.676 2.600 -1.008 -3.8 -3.2 2.0 0.029
C 1.501 0.339 -1.046 -0.6 -2.2 -0.7 0.010
C 1.153 -0.757 0.044 -0.2 -0.7 -1.9 -0.029
C 0.809 -2.252 -0.311 1.2 3.0 -3.6 0.030
C 0.846 -2.630 -1.869 0.8 3.7 1.8 0.045
C 1.212 -1.524 -2.972 -0.1 -0.3 3.2 -0.028
C 1.189 -2.063 -4.508 -0.3 1.1 0.1 -0.183
O 0.888 -3.477 -4.617 -1.3 1.4 0.1 -0.183
C -0.530 -3.733 -4.783 -1.4 -1.1 -0.4 -0.171
C -1.075 -4.983 -3.863 -0.8 0.7 -0.2 -0.188
O -0.010 -5.847 -3.392 -1.3 1.1 1.2 -0.191
C -0.285 -6.384 -2.071 0.3 -1.6 1.1 -0.262
C 1.062 -6.654 -1.190 -0.4 0.7 0.4 -0.084
C 1.563 -0.006 -2.580 -1.1 -3.1 2.0 -0.038
C 1.949 1.015 -3.758 0.2 0.5 0.5 -0.138
C 1.147 2.409 -3.744 -1.1 4.0 -0.2 -0.160
C 2.033 3.739 -3.847 -2.7 0.6 0.1 -0.047
C 1.449 5.200 -3.860 -2.4 -3.4 0.1 -0.076
C -0.116 5.383 -3.796 2.0 -3.8 0.0 -0.059
C -1.024 4.074 -3.724 2.2 0.4 0.2 -0.187
C -2.636 4.353 -3.710 1.3 -0.4 -1.3 -0.118
C -0.415 2.591 -3.679 2.8 3.1 -0.3 0.025
C 1.171 -0.287 1.609 1.0 -1.5 0.6 -0.225
O 1.637 -1.085 2.488 -2.2 3.4 -3.3 0.002
H -3.354 5.942 -0.538 2.8 -0.2 -0.7 0.067
H 0.998 4.478 -1.103 -0.6 0.8 2.0 0.089
H 1.185 5.749 0.336 -1.3 -1.4 -1.0 0.130
H -0.720 6.308 1.985 -0.8 -1.5 1.2 0.113
H -2.290 5.382 2.501 2.0 0.5 0.3 0.127
H -1.605 5.465 4.971 1.1 0.8 -1.3 0.108
H 0.197 5.826 4.574 -1.7 0.1 -0.8 0.130
H -1.411 3.084 4.396 1.1 -0.1 -1.8 0.100
H 0.455 -0.314 4.581 -1.5 1.1 -0.6 0.096
H -0.675 0.931 5.355 0.3 -1.0 -1.8 0.126
H -3.351 1.153 4.096 0.0 -2.2 -0.2 0.084
H -5.524 -0.456 3.780 1.9 -1.1 0.0 0.070
H -5.258 -3.262 3.628 1.6 1.6 0.2 0.086
H -2.771 -4.308 3.832 -0.2 2.4 0.0 0.093
H -0.322 -4.029 4.691 -0.1 1.9 -1.0 0.084
H 0.586 -2.417 4.768 -1.3 -0.7 -1.1 0.061
H 0.148 -3.169 3.081 -0.3 0.3 1.9 0.068
H 0.532 -3.061 0.468 0.6 1.8 -1.4 0.097
H 0.618 -3.730 -2.126 0.5 2.1 0.1 0.084
H 2.180 -1.866 -5.073 -1.5 -0.4 1.2 0.132
H 0.369 -1.458 -5.059 1.3 -0.8 0.8 0.131
H -0.815 -4.025 -5.879 1.0 0.7 1.7 0.131
H -1.212 -2.834 -4.521 1.4 -1.2 -0.3 0.130
H -1.690 -4.490 -3.000 1.3 -1.1 -1.1 0.121
H -1.851 -5.601 -4.482 1.4 1.1 0.9 0.134
H -0.804 -7.418 -2.177 0.6 1.7 0.0 0.123
H -0.979 -5.738 -1.418 0.9 -0.6 -1.4 0.112
H 2.024 -6.265 -1.684 -1.5 -0.7 0.6 0.079
H 1.148 -7.765 -0.905 0.0 1.8 -0.6 0.075
H 0.942 -6.060 -0.196 0.3 -1.0 -1.6 0.072
H 1.856 0.543 -4.810 0.0 0.5 1.8 0.110
H 3.084 1.263 -3.632 -2.1 -0.3 -0.1 0.116
H 3.192 3.647 -3.929 -2.4 0.0 0.3 0.100
H 2.177 6.104 -3.930 -1.5 -1.8 0.2 0.093
H -0.566 6.455 -3.804 0.7 -2.3 0.1 0.101
H -2.830 5.437 -3.383 0.3 -1.9 -0.2 0.055
H -2.960 4.290 -4.830 0.4 0.0 2.0 0.084
H -3.218 3.561 -3.116 1.0 1.4 -0.8 0.076
H -1.073 1.653 -3.607 0.9 1.8 -0.1 0.099
C 4.566 -4.376 6.970 0.0 0.1 0.3 -0.074
C 3.597 -3.990 5.856 0.4 -0.2 -0.2 -0.430
C 3.114 -5.193 5.018 -0.2 0.3 -0.2 -0.194
O 4.069 -5.670 4.071 -0.3 -0.2 0.4 -0.206
C 5.036 -6.558 4.609 0.2 0.2 -0.3 -0.102
N 4.225 -2.962 5.014 -0.3 -0.2 -0.2 0.047
H 5.566 -4.605 6.598 -0.1 0.0 -0.1 0.064
H 4.672 -3.551 7.682 0.0 -0.1 -0.2 0.077
H 4.200 -5.245 7.525 0.0 0.0 0.0 0.078
H 2.715 -3.549 6.334 0.0 0.0 -0.1 0.130
H 2.254 -4.863 4.423 0.1 0.0 -0.1 0.108
H 2.755 -6.011 5.654 0.2 -0.1 0.1 0.119
H 4.620 -7.194 5.396 0.0 0.1 0.0 0.091
H 5.893 -5.996 4.986 0.0 -0.2 0.2 0.076
H 5.394 -7.199 3.800 -0.1 0.1 0.0 0.084
H 3.542 -2.642 4.327 0.1 0.1 0.1 0.062
H 4.935 -3.427 4.447 0.0 0.1 0.2 0.069
C 5.858 -1.522 -8.731 0.3 -0.1 -0.2 -0.074
C 4.536 -0.850 -9.090 0.0 -0.1 0.5 -0.430
C 4.248 0.420 -8.261 -0.3 0.0 -0.2 -0.197
O 3.799 0.164 -6.931 0.3 0.2 -0.2 -0.208
C 4.838 -0.090 -6.000 -0.3 -0.2 0.1 -0.103
N 3.452 -1.834 -8.964 -0.2 0.3 0.1 0.038
H 5.812 -2.067 -7.787 -0.1 0.1 0.0 0.064
H 6.136 -2.247 -9.504 -0.1 0.1 0.1 0.078
H 6.666 -0.787 -8.664 -0.1 0.0 0.0 0.078
H 4.602 -0.547 -10.141 -0.1 0.1 0.1 0.135
H 3.426 0.959 -8.748 0.0 -0.1 0.1 0.121
H 5.106 1.103 -8.258 0.1 -0.1 0.1 0.119
H 5.738 0.494 -6.213 0.0 -0.1 -0.1 0.094
H 5.071 -1.157 -5.981 0.2 0.0 0.0 0.077
H 4.476 0.184 -5.006 0.0 0.0 -0.1 0.065
H 2.585 -1.408 -9.290 0.1 -0.1 -0.1 0.072
H 3.288 -1.978 -7.966 0.1 -0.1 -0.2 0.064
C -8.248 0.910 1.540 -0.2 0.1 0.3 -0.072
C -6.781 1.150 1.192 -0.2 -0.2 -0.4 -0.432
C -6.583 2.006 -0.077 0.4 -0.1 0.0 -0.201
O -6.796 1.302 -1.299 -0.2 0.4 0.3 -0.194
C -8.155 1.207 -1.693 0.2 -0.3 -0.2 -0.108
N -6.101 -0.147 1.080 0.1 0.2 -0.3 0.041
H -8.721 0.174 0.887 0.1 0.0 0.0 0.064
H -8.337 0.531 2.563 0.1 0.0 -0.2 0.074
H -8.822 1.839 1.481 0.0 -0.1 0.0 0.078
H -6.337 1.699 2.030 0.1 0.0 -0.1 0.131
H -5.536 2.328 -0.104 -0.1 -0.1 -0.1 0.120
H -7.187 2.921 -0.045 -0.2 -0.1 0.0 0.116
H -8.727 2.099 -1.422 0.0 0.0 0.1 0.090
H -8.610 0.315 -1.258 -0.2 0.1 0.0 0.074
H -8.186 1.095 -2.779 0.1 0.1 0.1 0.087
H -5.105 0.019 0.937 -0.1 -0.1 0.2 0.076
H -6.401 -0.572 0.201 0.0 0.0 0.2 0.074
C -6.805 7.410 5.634 -0.2 0.1 0.3 -0.075
C -5.340 7.648 5.280 -0.3 -0.2 -0.3 -0.425
C -5.146 8.499 4.006 0.4 -0.1 0.1 -0.196
O -5.362 7.788 2.788 -0.2 0.4 0.2 -0.198
C -6.723 7.691 2.399 0.2 -0.3 -0.2 -0.110
N -4.659 6.352 5.171 0.2 0.1 -0.2 0.044
H -7.280 6.671 4.986 0.1 0.0 0.0 0.062
H -6.891 7.036 6.660 0.1 0.0 -0.2 0.077
H -7.379 8.339 5.573 0.0 -0.1 0.0 0.078
H -4.893 8.201 6.114 0.1 0.0 -0.1 0.137
H -4.099 8.820 3.974 -0.1 -0.1 -0.1 0.121
H -5.749 9.414 4.036 -0.2 -0.1 0.0 0.118
H -7.294 8.584 2.668 0.0 0.0 0.1 0.091
H -7.177 6.801 2.841 -0.2 0.1 0.0 0.072
H -6.757 7.573 1.314 0.1 0.1 0.1 0.085
H -3.664 6.518 5.024 -0.1 0.0 0.1 0.044
H -4.962 5.923 4.295 0.0 0.0 0.2 0.069
C 7.644 -4.381 -0.261 0.3 0.2 0.1 -0.075
C 6.722 -4.395 -1.477 -0.1 -0.3 0.3 -0.431
C 5.226 -4.276 -1.114 -0.1 -0.1 -0.3 -0.199
O 4.646 -5.479 -0.614 0.1 0.5 0.0 -0.205
C 4.863 -5.704 0.770 -0.1 -0.3 -0.1 -0.107
N 6.991 -5.606 -2.264 -0.3 0.0 -0.1 0.034
H 7.633 -5.324 0.288 -0.1 0.0 -0.1 0.063
H 8.680 -4.207 -0.573 -0.2 -0.1 0.0 0.076
H 7.370 -3.578 0.430 0.0 -0.1 0.0 0.078
H 6.981 -3.524 -2.088 -0.1 -0.1 0.0 0.133
H 4.676 -4.047 -2.034 0.0 -0.1 0.1 0.118
H 5.042 -3.440 -0.428 0.1 -0.1 0.1 0.119
H 4.871 -4.773 1.343 0.0 0.0 0.0 0.088
H 5.796 -6.252 0.919 0.1 0.1 0.2 0.074
H 4.050 -6.331 1.142 0.0 0.1 -0.1 0.085
H 6.439 -5.567 -3.120 0.2 0.0 0.0 0.071
H 6.589 -6.394 -1.755 0.2 0.1 0.0 0.070